Formula: C27H43BrO2PS2W
Source: OMol25
Level of theory: wB97M-V/def2-TZVPD

Output
- Calculated total energy: -135621.5550 eV
- 2S+1: 2
- ⟨S²⟩: 1.0872
- Largest force on an atom: 0.013 Eh/bohr

```
77
Properties=species:S:1:pos:R:3:lowdin_charge:R:1
W 0.26385 -0.39328 -0.36454 1.03
C 0.11229 1.42639 -1.81559 -0.12
C -0.37754 1.93736 -0.57951 -0.19
C -1.52788 1.15971 -0.20762 -0.22
C -1.75274 0.20236 -1.26023 -0.14
C -0.76216 0.39728 -2.27014 -0.31
C -0.88742 -0.06402 -3.72021 -0.54
C -1.90760 0.91316 -4.33927 -0.04
C 0.42890 0.08252 -4.48199 -0.04
C -1.43814 -1.47576 -3.89799 -0.03
C -2.57633 1.29442 0.91119 -0.52
C -2.01982 1.63584 2.29155 -0.05
C -3.36674 -0.01628 1.07204 -0.07
C -3.59319 2.36339 0.47601 -0.03
C 0.32911 3.12184 0.11744 -0.51
C 1.05796 2.74842 1.41323 -0.07
C 1.39133 3.72735 -0.81167 -0.06
C -0.69246 4.23316 0.39304 -0.05
H 0.92402 1.84675 -2.37851 0.10
H -2.61578 -0.43466 -1.33263 0.11
H -1.56832 1.94721 -4.25553 0.09
H -2.87719 0.83735 -3.84544 0.09
H -2.04434 0.68304 -5.39882 0.09
H 0.78211 1.11431 -4.48529 0.08
H 0.28068 -0.21498 -5.52174 0.09
H 1.20728 -0.55041 -4.06317 0.07
H -2.39257 -1.60255 -3.38233 0.09
H -0.75966 -2.24595 -3.54875 0.06
H -1.61839 -1.63902 -4.96296 0.09
H -1.43223 0.81006 2.69981 0.06
H -2.85520 1.82517 2.96879 0.09
H -1.39317 2.52273 2.30439 0.05
H -2.71331 -0.87478 1.20359 0.03
H -4.02410 -0.20854 0.22468 0.08
H -4.00210 0.06567 1.95581 0.09
H -3.17262 3.36659 0.45037 0.06
H -4.43502 2.36876 1.17196 0.09
H -3.98126 2.13839 -0.51923 0.09
H 1.97146 2.19329 1.19889 0.03
H 0.46939 2.13039 2.08984 0.06
H 1.32895 3.66597 1.94105 0.09
H 2.19567 3.01941 -1.01583 0.09
H 1.83519 4.59603 -0.32222 0.09
H 0.96796 4.05886 -1.75998 0.09
H -1.40912 3.97225 1.16537 0.05
H -1.25067 4.49747 -0.50692 0.10
H -0.16006 5.12577 0.72974 0.09
C 1.36611 -3.25800 4.83100 -0.08
C 1.85628 -3.59095 3.44443 -0.27
O 2.45424 -2.44908 2.78611 -0.31
P 1.58397 -1.24813 2.20740 -0.10
S 2.51079 -0.45128 0.65415 0.39
S -0.24995 -1.73774 1.70268 0.43
O 1.45629 -0.19298 3.38804 -0.35
C 2.49919 0.21004 4.29368 -0.26
C 3.74550 0.73850 3.62819 -0.09
H 0.91897 -4.14970 5.27303 0.08
H 0.60765 -2.47375 4.81951 0.07
H 2.18787 -2.94215 5.47429 0.08
H 1.05827 -3.97068 2.80511 0.09
H 2.65368 -4.33316 3.47422 0.12
H 2.72155 -0.63848 4.94389 0.10
H 2.03471 0.98504 4.90310 0.12
H 4.25342 -0.01345 3.02477 0.06
H 4.43023 1.05118 4.41917 0.08
H 3.53703 1.60198 2.99847 0.07
Br 1.19842 -6.29794 -3.74887 0.72
C 0.92100 -4.68915 -2.79887 -0.71
C 1.79470 -3.63043 -2.98236 -0.14
C 1.56794 -2.44646 -2.29319 -0.16
C 0.50446 -2.28332 -1.39647 -0.34
C -0.32859 -3.39656 -1.22637 -0.16
C -0.14335 -4.58612 -1.92009 -0.14
H 2.63073 -3.72594 -3.66170 0.10
H 2.26923 -1.63351 -2.45436 0.09
H -1.16389 -3.33431 -0.53869 0.07
H -0.81547 -5.42189 -1.78096 0.10
```